1.
Below is C38H28GeN4O4S2W as an isolated structure, with properties calculated with ωB97M-V/def2-TZVPD.

The value obtained for the LUMO energy (alpha / beta) is -0.379 / -0.443 eV. The value obtained for the energy above the lowest of the compared OMol25 structures with the same formula, charge and spin is 73.3 kJ/mol. For the highest occupied orbital energy (alpha / beta), the calculation gives -0.25757 / -0.30123 Eh. As for the HOMO-LUMO gap (alpha / beta): 6.63 / 7.75 eV. As for the expectation value of S²: 2.08. Its spin multiplicity is 3. The charge is 0.

Last column: Mulliken spin population.
Atoms and positions in Å:
W -0.021 0.130 -0.073  1.983
O -1.465 1.229 3.665  0.021
C -1.225 1.056 2.497  0.024
N -0.035 0.626 1.932  0.038
C 1.132 0.561 2.661  0.032
O 1.316 0.871 3.812  0.028
C 2.271 -0.005 1.838  0.035
C 3.507 -0.223 2.415  -0.011
C 4.489 -0.837 1.659  0.012
C 4.203 -1.221 0.357  -0.021
C 2.954 -0.945 -0.162  -0.022
N 2.010 -0.340 0.566  0.034
C -2.302 1.275 1.458  0.026
C -3.550 1.722 1.839  -0.010
C -4.514 1.915 0.863  0.006
C -4.198 1.655 -0.460  -0.002
C -2.927 1.214 -0.766  -0.044
N -1.996 1.023 0.175  0.012
H 3.653 0.079 3.442  0.000
H 5.467 -1.027 2.082  0.001
H 4.939 -1.714 -0.261  0.000
H 2.687 -1.199 -1.178  0.024
H -3.726 1.910 2.888  0.000
H -5.501 2.266 1.133  0.000
H -4.917 1.789 -1.255  0.000
H -2.639 1.008 -1.787  0.004
O -1.364 3.702 -1.115  0.001
S -0.242 3.620 -0.218  -0.002
O -0.526 3.600 1.191  0.003
N 0.719 2.326 -0.633  0.040
C 1.889 2.728 -1.160  0.025
S 3.069 1.756 -1.800  0.014
C 2.053 4.215 -1.133  -0.010
C 3.141 4.966 -1.547  -0.002
C 3.074 6.345 -1.417  0.000
C 1.944 6.968 -0.888  0.002
C 0.850 6.220 -0.477  -0.002
C 0.946 4.849 -0.614  0.010
H 4.012 4.470 -1.955  0.001
H 3.914 6.952 -1.729  0.000
H 1.922 8.046 -0.797  0.000
H -0.035 6.685 -0.065  0.000
C -0.746 -1.655 0.093  -0.376
Ge -1.307 -2.631 -1.479  -0.056
C -3.169 -2.154 -1.856  0.009
C -3.558 -1.647 -3.095  -0.009
C -4.862 -1.218 -3.314  -0.001
C -5.798 -1.293 -2.292  0.000
C -5.426 -1.797 -1.052  -0.002
C -4.122 -2.218 -0.838  -0.004
C -0.191 -1.883 -2.899  0.030
C 0.001 -0.502 -2.907  0.037
C 0.828 0.130 -3.824  0.012
C 1.496 -0.641 -4.764  -0.003
C 1.328 -2.019 -4.772  0.001
C 0.493 -2.637 -3.847  -0.001
C -1.076 -4.564 -1.399  0.024
C -2.046 -5.441 -1.877  -0.002
C -1.850 -6.816 -1.820  0.000
C -0.679 -7.328 -1.282  0.000
C 0.296 -6.465 -0.799  -0.004
C 0.096 -5.093 -0.857  -0.003
H -1.044 -2.134 1.034  0.077
H -2.835 -1.576 -3.901  0.000
H -5.145 -0.828 -4.284  0.000
H -6.815 -0.962 -2.461  0.000
H -6.151 -1.855 -0.250  0.000
H -3.844 -2.593 0.142  0.003
H -0.603 0.147 -2.246  0.010
H 0.955 1.203 -3.794  0.009
H 2.150 -0.167 -5.484  0.000
H 1.853 -2.619 -5.505  0.000
H 0.381 -3.715 -3.863  0.000
H -2.967 -5.051 -2.296  0.001
H -2.614 -7.486 -2.194  0.000
H -0.526 -8.398 -1.235  0.000
H 1.210 -6.862 -0.374  0.000
H 0.860 -4.427 -0.468  -0.002

2.
Below is C10H15F4IMgN2O as an isolated structure at a distorted geometry, with properties calculated with ωB97M-V/def2-TZVPD.

The value obtained for the LUMO energy is -11.996 eV. For the highest occupied orbital energy, the calculation gives -0.50457 Eh. As for the HOMO-LUMO gap: 1.73 eV. Its spin multiplicity is 1. The charge is +2.

Last column: natural (NBO) charge in e.
Atoms and positions in Å:
C 3.377 1.204 1.470  -0.627
C 2.955 0.180 0.218  -0.462
C 2.071 -1.113 0.715  -0.332
I 3.247 -2.986 0.425  0.215
C 0.634 -1.129 -0.084  0.111
C 0.853 -1.213 -1.709  -0.258
N 0.379 0.059 -2.378  -0.844
C -0.129 0.192 0.563  -0.427
C -1.653 -0.252 1.048  -0.399
C -2.892 0.805 0.861  0.662
F -4.086 0.296 1.628  -0.302
F -2.423 2.135 1.386  -0.375
C -3.360 1.064 -0.688  0.481
F -2.237 1.372 -1.628  -0.312
F -4.216 2.309 -0.681  -0.544
C -1.787 -1.789 0.476  0.676
O -2.849 -2.561 0.232  -0.545
N -0.334 -2.230 0.310  -0.638
H 2.443 1.407 2.165  0.202
H 4.295 0.736 2.049  0.247
H 3.733 2.205 0.950  0.233
H 3.937 -0.175 -0.331  0.256
H 2.380 0.866 -0.554  0.189
H 1.883 -1.069 1.888  0.255
H 0.286 -2.149 -2.172  0.234
H 1.997 -1.397 -1.892  0.231
H 1.060 0.845 -2.291  0.378
H 0.093 -0.082 -3.372  0.395
H 0.398 0.557 1.566  0.255
H -0.180 1.183 -0.056  0.243
H -1.650 -0.431 2.228  0.314
H -4.018 0.189 -1.136  0.291
H -0.390 -3.074 -0.300  0.428
Mg -3.816 4.046 -0.904  1.766

3.
Below is a 7-piece molecular cluster, C2H23B2N2O9 overall at a distorted geometry, with properties calculated with ωB97M-V/def2-TZVPD.

The value obtained for the LUMO energy is -3.736 eV. For the highest occupied orbital energy, the calculation gives -0.48508 Eh. As for the HOMO-LUMO gap: 9.46 eV. Its spin multiplicity is 1. The charge is +1.

Last column: natural (NBO) charge in e.
Atoms and positions in Å:
C 3.308 -0.540 0.160  -0.412
N 1.975 -0.226 -0.412  -0.791
C 2.043 0.781 -1.506  -0.423
B 1.244 -1.374 -0.786  1.222
O 1.830 -2.480 -1.261  -0.845
N -0.285 -1.419 -0.591  -1.082
B -0.928 -0.058 -0.309  1.249
O -1.930 0.384 -1.122  -0.900
O -0.516 0.705 0.668  -0.860
H 3.778 0.391 0.412  0.233
H 3.941 -1.107 -0.511  0.203
H 3.179 -1.142 1.043  0.210
H 1.730 0.392 -2.467  0.187
H 3.020 1.222 -1.564  0.249
H 1.358 1.591 -1.281  0.209
H 1.235 -3.040 -1.789  0.510
H -0.486 -2.032 0.215  0.494
H -0.747 -1.893 -1.384  0.480
H -1.612 0.403 -2.040  0.513
H 0.245 0.326 1.145  0.524
O -0.273 -4.085 1.231  -0.970
H 0.490 -4.380 0.720  0.476
H -0.638 -4.902 1.589  0.502
O -2.009 -2.225 -2.820  -0.969
H -2.686 -1.576 -2.587  0.493
H -1.968 -2.211 -3.784  0.503
O -2.778 2.904 0.250  -0.965
H -2.510 2.038 -0.088  0.478
H -3.290 3.293 -0.469  0.483
O -0.682 2.986 2.634  -0.944
H -0.520 2.173 2.149  0.454
H -1.185 3.522 2.007  0.490
O 2.417 2.281 1.608  -0.936
H 1.738 2.888 1.933  0.494
H 1.930 1.584 1.158  0.442
O -3.831 1.348 2.748  -0.946
H -3.735 2.119 2.176  0.484
H -2.930 1.144 3.019  0.462

4.
Below is a 3-piece molecular cluster, C31H26BN2O7 overall, with properties calculated with ωB97M-V/def2-TZVPD.

The value obtained for the LUMO energy is 0.516 eV. For the highest occupied orbital energy, the calculation gives -0.11198 Eh. As for the HOMO-LUMO gap: 3.56 eV. Its spin multiplicity is 1. The charge is -1.

Last column: natural (NBO) charge in e.
Atoms and positions in Å:
C 0.630 2.040 2.599  -0.638
C 1.734 2.640 1.731  0.057
O 2.257 1.645 0.813  -0.761
C 1.210 3.786 0.860  -0.051
O 0.526 4.767 1.563  -0.481
N 1.374 5.187 2.711  -0.722
B 1.920 6.430 2.421  0.927
N 1.613 7.291 1.234  -1.117
O 2.842 6.988 3.372  -0.922
H -0.348 2.416 2.292  0.211
H 0.661 0.952 2.505  0.194
H 0.755 2.314 3.646  0.225
H 2.536 3.022 2.358  0.196
H 3.158 1.452 1.076  0.463
H 0.490 3.344 0.151  0.147
H 2.060 4.185 0.275  0.133
H 1.740 6.818 0.349  0.364
H 2.180 8.130 1.195  0.332
H 2.904 7.940 3.275  0.448
C -3.044 -1.877 0.181  -0.202
C -1.818 -1.227 0.290  -0.186
C -1.018 -1.444 1.399  -0.171
C -1.449 -2.294 2.410  -0.058
C -2.688 -2.927 2.315  -0.155
C -3.478 -2.726 1.187  -0.165
C -3.194 -3.792 3.415  0.541
O -4.258 -4.371 3.336  -0.542
C -2.345 -3.909 4.643  -0.052
C -2.819 -4.659 5.714  -0.193
C -2.055 -4.786 6.862  -0.198
C -0.811 -4.168 6.945  -0.198
C -0.333 -3.422 5.882  -0.158
C -1.100 -3.288 4.730  -0.137
C -0.565 -2.476 3.597  0.525
O 0.535 -1.975 3.625  -0.509
H -3.667 -1.706 -0.688  0.214
H -1.479 -0.555 -0.486  0.250
H -0.065 -0.943 1.510  0.254
H -4.434 -3.230 1.132  0.230
H -3.788 -5.130 5.622  0.236
H -2.427 -5.365 7.697  0.213
H -0.216 -4.268 7.844  0.215
H 0.629 -2.928 5.917  0.241
C -0.499 -3.862 -4.542  -0.197
C 0.149 -3.952 -5.770  -0.199
C 0.746 -2.834 -6.325  -0.159
C 0.696 -1.615 -5.656  -0.147
C 0.038 -1.524 -4.431  -0.051
C -0.556 -2.652 -3.874  -0.177
C -0.057 -0.226 -3.699  0.542
O -0.641 -0.144 -2.641  -0.531
C 0.591 0.963 -4.318  -0.147
C 0.528 2.180 -3.649  -0.144
C 1.137 3.298 -4.193  -0.183
C 1.810 3.204 -5.406  -0.195
C 1.877 1.994 -6.076  -0.179
C 1.270 0.866 -5.534  -0.071
C 1.363 -0.427 -6.270  0.536
O 1.961 -0.519 -7.321  -0.535
H -0.959 -4.740 -4.107  0.217
H 0.189 -4.900 -6.292  0.214
H 1.262 -2.877 -7.275  0.236
H -1.052 -2.554 -2.917  0.239
H 0.011 2.224 -2.699  0.251
H 1.095 4.242 -3.666  0.230
H 2.290 4.079 -5.825  0.216
H 2.401 1.894 -7.017  0.232

5.
Below is C41H43N4P2V as an isolated structure, with properties calculated with ωB97M-V/def2-TZVPD.

The value obtained for the LUMO energy (alpha / beta) is -2.261 / -2.368 eV. The value obtained for the energy above the lowest of the compared OMol25 structures with the same formula, charge and spin is 0.0 kJ/mol. For the highest occupied orbital energy (alpha / beta), the calculation gives -0.33662 / -0.35191 Eh. As for the HOMO-LUMO gap (alpha / beta): 6.90 / 7.21 eV. As for the expectation value of S²: 3.76. Its spin multiplicity is 4. The charge is +1.

Last column: Mulliken spin population.
Atoms and positions in Å:
V -0.085 -0.167 0.404  2.772
C -1.819 -1.915 2.191  0.097
N -2.018 -1.313 0.869  -0.201
C -2.317 -2.340 -0.147  0.081
C -3.120 -0.356 0.861  0.092
C -4.378 -0.656 1.350  0.001
C -5.387 0.297 1.297  0.014
C -5.114 1.543 0.749  -0.006
C -3.862 1.852 0.244  0.022
C -2.839 0.892 0.272  0.063
N -1.545 1.081 -0.143  -0.155
C -1.066 2.363 -0.417  -0.009
C -1.422 3.127 -1.523  -0.011
C -0.797 4.347 -1.747  0.002
C 0.190 4.798 -0.884  0.005
C 0.559 4.041 0.224  -0.004
C -0.068 2.829 0.463  0.040
N 0.244 1.939 1.573  -0.098
C -0.786 2.040 2.626  0.098
C 1.555 2.181 2.178  0.039
H -2.646 -2.573 2.478  0.008
H -1.734 -1.120 2.934  -0.013
H -0.896 -2.501 2.188  0.013
H -3.176 -2.945 0.156  0.003
H -1.459 -2.995 -0.305  -0.007
H -2.550 -1.843 -1.088  -0.010
H -4.578 -1.627 1.783  -0.001
H -6.369 0.072 1.685  0.001
H -5.889 2.296 0.717  -0.001
H -3.674 2.834 -0.165  0.002
H -2.167 2.748 -2.210  0.000
H -1.072 4.943 -2.606  0.000
H 0.679 5.744 -1.070  0.000
H 1.326 4.411 0.891  0.000
H -0.781 3.042 3.070  0.006
H -0.562 1.312 3.407  -0.009
H -1.771 1.837 2.216  -0.008
H 1.568 3.101 2.774  0.001
H 2.312 2.252 1.402  0.000
H 1.804 1.346 2.834  -0.007
C 3.015 -2.041 1.143  0.009
N 2.705 -1.801 -0.288  0.005
P 2.671 -0.068 -0.501  0.177
C 4.419 0.372 -0.242  0.014
C 4.746 1.705 -0.025  0.006
C 6.075 2.098 0.050  0.000
C 7.084 1.160 -0.093  0.000
C 6.765 -0.171 -0.323  0.000
C 5.441 -0.564 -0.406  -0.004
C 2.517 0.241 -2.274  -0.109
C 3.213 -0.482 -3.241  -0.005
C 3.086 -0.143 -4.574  0.002
C 2.291 0.938 -4.946  0.001
C 1.614 1.669 -3.988  0.014
C 1.719 1.317 -2.650  0.051
P 1.105 -2.408 -0.576  0.026
C 1.286 -4.134 -0.019  0.001
C 2.472 -4.824 -0.309  -0.005
C 2.635 -6.142 0.075  0.000
C 1.616 -6.796 0.758  0.000
C 0.449 -6.118 1.062  0.001
C 0.287 -4.794 0.681  -0.001
C 0.822 -2.526 -2.356  -0.131
C -0.060 -1.596 -2.900  0.026
C -0.357 -1.619 -4.254  0.009
C 0.219 -2.579 -5.068  0.001
C 1.088 -3.519 -4.532  0.000
C 1.387 -3.498 -3.181  -0.008
H 3.887 -1.460 1.434  0.006
H 3.224 -3.094 1.313  0.002
H 2.176 -1.749 1.802  0.011
H 3.970 2.458 0.065  0.003
H 6.316 3.139 0.218  0.000
H 8.120 1.465 -0.033  0.000
H 7.551 -0.904 -0.443  0.000
H 5.195 -1.600 -0.594  0.000
H 3.841 -1.313 -2.948  0.000
H 3.614 -0.711 -5.329  0.000
H 2.207 1.206 -5.991  0.000
H 1.000 2.513 -4.274  0.000
H 1.177 1.890 -1.903  -0.024
H 3.282 -4.309 -0.811  0.001
H 3.558 -6.658 -0.152  0.000
H 1.742 -7.826 1.060  0.000
H -0.345 -6.616 1.602  0.000
H -0.637 -4.291 0.940  0.005
H -0.522 -0.838 -2.270  0.092
H -1.037 -0.885 -4.666  0.001
H -0.012 -2.601 -6.125  0.000
H 1.527 -4.276 -5.167  0.000
H 2.048 -4.248 -2.776  0.000